# C4H9N4S

A structure of composition C4H9N4S (the ωB97M-V functional and the def2-TZVPD basis, the OMol25 dataset).

Positions of all 18 atoms, in Å:
C 2.2933 -1.0167 -0.5349
C 1.3139 -1.9015 -0.0199
C 1.6396 0.1581 -0.7423
C -0.7042 0.8675 -0.3971
N 0.1539 -1.3106 0.0684
N 0.3240 -0.0396 -0.3666
N -1.9643 0.4922 -0.2641
N -0.4053 2.1604 -0.5619
S -2.7367 -1.0472 -0.1028
H 3.3220 -1.2416 -0.7190
H 1.4201 -2.9239 0.2842
H 1.9949 1.0792 -1.1559
H -0.9342 -0.0887 2.5198
H -2.6635 1.2275 -0.2891
H 0.5477 2.4810 -0.5162
H -1.1293 2.8602 -0.6048
H -1.5653 -1.6976 0.1061
H -0.9066 -0.0586 3.2961

Atoms 1-2, force components in eV/Å:
C -0.24 0.34 0.01
C -0.10 0.51 -0.11

Properties
HOMO: -13.01 eV
Net charge: +1
HOMO-LUMO gap: 9.0 eV
Spin multiplicity: 1
LUMO level: -4.027 eV
Relative energy (zero: lowest compared OMol25 entry of this formula, charge and spin): 2.572 eV

# C4H9N5

An isolated molecule of C4H9N5 (the ωB97M-V functional and the def2-TZVPD basis, the OMol25 dataset).

Positions of all 18 atoms, in Å:
C 0.8264 0.9521 -0.7970
C -1.2571 0.7239 0.2620
C 2.2653 1.0754 -1.0333
C 0.9716 -0.8016 1.0795
N -0.1564 1.6104 -1.3662
N -1.3387 1.4878 -0.7643
N 0.2993 0.2272 0.2806
N -3.5748 0.5497 0.8499
N -2.1966 0.4349 1.2617
H 2.6408 1.8616 -0.3558
H 2.7906 0.0913 -0.7538
H 2.4817 1.2520 -2.1214
H 2.0025 -0.9379 0.6404
H 1.0162 -0.6071 2.1376
H 0.2465 -1.6396 1.1019
H -3.9595 -0.1740 0.2195
H -3.6189 1.4166 0.2065
H -1.9502 -0.5139 1.7458

Atoms 1-2, force components in eV/Å:
C -3.62 -0.75 1.89
C 4.45 -1.62 -0.14

Properties
HOMO: -8.22 eV
SMILES: Cc1nnc(NN)n1C
HOMO-LUMO gap: 8.8 eV
Spin multiplicity: 1
LUMO level: 0.610 eV
Relative energy (zero: lowest compared OMol25 entry of this formula, charge and spin): 3.275 eV

# C4H9NO

A cluster of 2 separate species, C4H9NO in total (the ωB97M-V functional and the def2-TZVPD basis, the OMol25 dataset).

Positions of all 15 atoms, in Å:
C -1.2257 0.1446 3.6855
C -1.6759 1.3793 3.4289
N -0.8448 2.5189 3.2094
H -0.4186 -0.1657 3.0398
H -1.7475 -0.5422 4.3321
H -2.6689 1.7004 3.7003
H 0.0702 2.3289 3.6071
H -1.1540 3.2184 3.8789
C 0.6743 -1.4946 -4.8764
C 1.6414 -1.2319 -4.0111
O 2.1885 -2.2915 -3.3365
H 0.3440 -0.7620 -5.5950
H 0.2398 -2.4836 -4.8311
H 2.0414 -0.2586 -3.7616
H 2.5356 -2.0604 -2.4703

Atoms 1-2, force components in eV/Å:
C -0.42 0.41 -1.27
C 0.42 0.62 2.12

Properties
HOMO: -8.47 eV
SMILES: C=CN.C=CO
HOMO-LUMO gap: 9.4 eV
Spin multiplicity: 1
LUMO level: 0.892 eV
Relative energy (zero: lowest compared OMol25 entry of this formula, charge and spin): 3.454 eV

# C4H9NO

An isolated molecule of C4H9NO (the ωB97M-V functional and the def2-TZVPD basis, the OMol25 dataset).

Positions of all 15 atoms, in Å:
C 0.9940 -1.2368 1.0417
C 1.4803 0.0000 0.2918
N 0.7124 0.2518 -0.9242
C -0.4003 1.0172 -1.0025
O -0.7738 1.5617 0.1225
C -2.1517 0.7001 -0.5847
H 1.5971 -1.4155 1.9387
H 1.0487 -2.1310 0.4109
H -0.0464 -1.0986 1.3527
H 1.3896 0.8837 0.9287
H 2.5360 -0.1031 0.0169
H 1.0300 -0.1694 -1.7831
H -2.1531 -0.3151 -0.9950
H -2.6725 1.3945 -1.2339
H -2.5901 0.6605 0.4194

Atoms 1-2, force components in eV/Å:
C -0.05 -0.03 0.05
C 0.09 0.03 0.12

Properties
HOMO: -7.73 eV
HOMO-LUMO gap: 8.6 eV
Spin multiplicity: 1
LUMO level: 0.901 eV
Relative energy (zero: lowest compared OMol25 entry of this formula, charge and spin): 4.787 eV

# C4H9NO

A cluster of 2 separate species, C4H9NO in total (the ωB97M-V functional and the def2-TZVPD basis, the OMol25 dataset).

Positions of all 15 atoms, in Å:
N -0.7910 -0.1348 1.0062
C 0.0750 0.7993 0.4176
C 0.8859 1.5276 1.2094
C 1.3879 1.3998 -1.7562
C 0.2173 0.9180 -1.0414
H -0.5251 -0.9419 1.5435
H -1.4870 -0.3636 0.4009
H 1.5634 2.2607 0.9471
H 0.7357 1.6276 2.2917
H 1.1898 1.6651 -2.8671
H 2.4103 1.5537 -1.2774
H -0.5937 0.2236 -1.4005
H -1.0611 -3.2975 0.7176
H -2.1743 -4.0228 -0.3226
O -1.8332 -3.2150 0.1312

Atoms 1-2, force components in eV/Å:
N 0.80 1.04 0.74
C 3.06 0.51 1.54

Properties
HOMO: -8.07 eV
SMILES: C=CC(=C)N.O
HOMO-LUMO gap: 8.6 eV
Spin multiplicity: 1
LUMO level: 0.512 eV
Relative energy (zero: lowest compared OMol25 entry of this formula, charge and spin): 3.854 eV

# C4H9NO

An isolated molecule of C4H9NO (the ωB97M-V functional and the def2-TZVPD basis, the OMol25 dataset).

Positions of all 15 atoms, in Å:
C -1.3205 -0.4699 0.5282
N -0.2319 0.3363 0.0280
C -0.7113 1.6487 -0.3747
C 1.8495 -0.9530 -0.7327
C 1.5582 -0.9311 0.5601
O 0.9353 0.2124 1.0409
H -1.9925 -0.7075 -0.3089
H -1.9118 0.0299 1.3085
H -0.9164 -1.4086 0.9072
H -1.2660 2.2015 0.3949
H 0.0844 2.2668 -0.7886
H -1.4306 1.4682 -1.1964
H 1.8302 -0.0086 -1.2676
H 1.9632 -1.8641 -1.2992
H 1.5601 -1.8209 1.2003

Atoms 1-2, force components in eV/Å:
C -0.08 -0.15 0.21
N -0.01 -0.17 0.05

Properties
HOMO: -8.44 eV
SMILES: C=CON(C)C
HOMO-LUMO gap: 9.5 eV
Spin multiplicity: 1
LUMO level: 1.025 eV
Relative energy (zero: lowest compared OMol25 entry of this formula, charge and spin): 4.540 eV

# C4H9NO

A cluster of 2 separate species, C4H9NO in total (the ωB97M-V functional and the def2-TZVPD basis, the OMol25 dataset).

Positions of all 15 atoms, in Å:
C -2.1766 0.3495 1.5426
C -1.7410 0.4849 -0.7612
N -1.5385 -0.0991 0.3342
H -2.8121 -0.4500 1.9068
H -2.8195 1.2356 1.4555
H -1.4031 0.5170 2.2878
H -1.3804 0.0395 -1.6793
H -2.3178 1.4064 -0.8550
C 3.2613 -0.2615 -0.3629
C 2.1863 -0.7094 -1.0024
O 0.9895 -0.8494 -0.4595
H 4.2174 -0.2880 -0.8476
H 3.1038 0.1996 0.6110
H 2.2894 -1.1033 -2.0104
H 0.1412 -0.4718 -0.1597

Atoms 1-2, force components in eV/Å:
C 0.05 0.29 0.29
C -0.62 0.22 -0.02

Properties
HOMO: -8.48 eV
SMILES: C=CO.C=NC
HOMO-LUMO gap: 9.4 eV
Spin multiplicity: 1
LUMO level: 0.919 eV
Relative energy (zero: lowest compared OMol25 entry of this formula, charge and spin): 3.364 eV

# C4H9NO

A structure of composition C4H9NO (the ωB97M-V functional and the def2-TZVPD basis, the OMol25 dataset).

Positions of all 15 atoms, in Å:
C 1.7817 1.2738 0.2382
C 0.8965 0.9302 -0.9554
N 0.0082 -0.1888 -0.6381
C -1.1036 0.0118 0.0105
O -1.8708 0.7885 0.4694
C -1.5662 -1.8294 0.3583
H 2.4955 2.0661 -0.0094
H 2.3418 0.3894 0.5594
H 1.1683 1.6127 1.0801
H 0.3070 1.8018 -1.2648
H 1.5038 0.6268 -1.8137
H -0.4704 -1.3891 -0.2810
H -1.1578 -2.8130 0.0624
H -2.5809 -1.7851 -0.0378
H -1.5625 -1.7934 1.4489

Atoms 1-2, force components in eV/Å:
C 0.02 0.02 0.05
C 0.08 0.16 -0.11

Properties
HOMO: -9.73 eV
HOMO-LUMO gap: 10.7 eV
Spin multiplicity: 1
LUMO level: 0.957 eV
Relative energy (zero: lowest compared OMol25 entry of this formula, charge and spin): 3.897 eV

Repeat the first record exactly.
# C4H9N4S

A structure of composition C4H9N4S (the ωB97M-V functional and the def2-TZVPD basis, the OMol25 dataset).

Positions of all 18 atoms, in Å:
C 2.2933 -1.0167 -0.5349
C 1.3139 -1.9015 -0.0199
C 1.6396 0.1581 -0.7423
C -0.7042 0.8675 -0.3971
N 0.1539 -1.3106 0.0684
N 0.3240 -0.0396 -0.3666
N -1.9643 0.4922 -0.2641
N -0.4053 2.1604 -0.5619
S -2.7367 -1.0472 -0.1028
H 3.3220 -1.2416 -0.7190
H 1.4201 -2.9239 0.2842
H 1.9949 1.0792 -1.1559
H -0.9342 -0.0887 2.5198
H -2.6635 1.2275 -0.2891
H 0.5477 2.4810 -0.5162
H -1.1293 2.8602 -0.6048
H -1.5653 -1.6976 0.1061
H -0.9066 -0.0586 3.2961

Atoms 1-2, force components in eV/Å:
C -0.24 0.34 0.01
C -0.10 0.51 -0.11

Properties
HOMO: -13.01 eV
Net charge: +1
HOMO-LUMO gap: 9.0 eV
Spin multiplicity: 1
LUMO level: -4.027 eV
Relative energy (zero: lowest compared OMol25 entry of this formula, charge and spin): 2.572 eV

> Look up the relative energy (zero: lowest compared OMol25 entry of this formula, charge and spin) of the first one.

2.572 eV